(1)
DFT (ωB97M-V/def2-TZVPD) results for a molecular structure, C56H50N2O5P4PtS at a distorted geometry.

The geometry in XYZ format:
```
119
Properties=species:S:1:pos:R:3
Pt -0.27 -1.11 0.80
S 0.99 2.78 1.07
P 2.57 0.08 0.01
P -3.09 0.56 -0.41
P 1.41 -2.39 0.25
P -2.89 -2.33 0.43
O -1.63 0.47 -0.03
O -1.68 -2.33 -0.51
O 1.25 2.43 2.82
O 0.04 0.72 2.21
O 1.14 0.67 4.08
N 0.79 1.20 3.07
N 2.22 -1.45 -0.86
C 2.99 -2.26 3.99
C -2.55 -1.15 2.98
C 2.28 -5.84 -1.66
C 3.28 3.19 -2.57
C -3.89 1.93 0.42
C -4.42 1.00 -4.25
C -3.25 0.60 -2.19
C 6.57 -0.72 -0.38
C 4.34 -0.13 0.31
C 4.81 0.13 1.59
C 2.54 -2.59 1.64
C -1.57 -3.33 2.59
C 3.50 2.13 -1.69
C 3.76 -3.26 1.52
C 0.58 5.42 0.67
C -2.03 -1.15 4.26
C 1.52 4.42 0.91
C 2.33 -4.56 -1.15
C -3.99 -0.93 0.14
C -5.23 2.26 0.25
C 0.03 -4.76 -0.45
C 1.20 -4.01 -0.52
C 2.34 7.04 0.69
C 2.16 -2.10 2.89
C -3.10 2.65 1.32
C 2.01 3.45 -3.05
C 6.16 -0.04 1.89
C 5.23 -0.56 -0.68
C -3.40 0.38 -4.96
C -3.87 -4.61 -0.75
C 0.99 6.74 0.55
C -2.30 -0.13 -4.28
C -5.66 -5.14 1.31
C 1.85 -1.51 -2.29
C 4.19 -2.93 3.86
C -4.98 4.05 1.84
C 7.04 -0.46 0.91
C -2.31 -2.23 2.12
C 0.94 2.65 -2.65
C 2.88 4.74 1.03
C 1.12 -6.59 -1.57
C -4.35 1.11 -2.87
C -4.73 -5.69 -0.84
C -3.91 -3.80 0.38
C -1.28 -2.23 4.71
C -2.22 -0.02 -2.90
C -3.66 3.70 2.03
C 0.00 -6.05 -0.97
C 1.15 1.62 -1.76
C 2.44 1.33 -1.29
C -5.77 3.33 0.95
C -5.63 -5.95 0.18
C -4.80 -4.06 1.42
C 3.29 6.05 0.92
C -1.05 -3.32 3.88
C 4.58 -3.43 2.62
H 4.83 -3.07 4.72
H 4.50 1.94 -1.32
H -1.44 -4.21 1.98
H 2.16 -2.46 -2.71
H -3.46 0.29 -6.03
H 1.09 -7.59 -1.97
H 4.33 6.31 1.02
H 7.27 -1.05 -1.14
H 4.11 3.82 -2.87
H -6.32 -6.78 0.09
H -4.71 -6.33 -1.72
H 4.12 0.45 2.37
H 2.69 -1.85 4.95
H -3.05 4.25 2.74
H -5.15 1.62 -2.35
H -4.83 -3.44 2.30
H -3.16 -4.40 -1.54
H -5.87 1.69 -0.41
H -2.21 -0.30 4.91
H 6.52 0.16 2.90
H -4.68 -1.22 -0.66
H 3.59 3.94 1.22
H -1.50 -0.61 -4.83
H 3.16 -6.25 -2.14
H 0.27 7.52 0.37
H -4.58 -0.74 1.04
H -6.36 -5.35 2.11
H 8.08 -0.61 1.15
H 1.21 -1.60 3.01
H -5.28 1.40 -4.78
H -0.06 2.85 -3.01
H -0.49 -4.17 4.24
H -1.37 -0.43 -2.37
H 2.66 8.08 0.62
H 5.51 -3.96 2.52
H -0.92 -6.62 -0.91
H -5.41 4.88 2.38
H -2.06 2.38 1.45
H 0.30 1.03 -1.41
H -0.88 -2.22 5.72
H -0.47 5.15 0.58
H 3.23 -3.97 -1.25
H 2.36 -0.71 -2.82
H 1.84 4.28 -3.72
H 4.09 -3.65 0.57
H -0.85 -4.34 -0.01
H -6.81 3.59 0.81
H 4.88 -0.77 -1.68
H -3.15 -0.31 2.65
H 0.77 -1.40 -2.44
```

Summary:
* total energy: -4532.0657 hartree
* gap between HOMO and LUMO (spin up / spin down): 6.31 / 6.31 eV
* highest occupied orbital energy (spin up / spin down): -12.740 / -12.740 eV
* net charge: +2

(2)
DFT (ωB97M-V/def2-TZVPD) results for a molecular structure, C56H51Cl2N4O5P2S2Ta at a distorted geometry.

The geometry in XYZ format:
```
123
Properties=species:S:1:pos:R:3
Ta -0.21 -0.91 -0.23
Cl -0.15 0.38 4.42
Cl 1.46 -4.69 5.37
S 1.72 0.87 -0.37
S -2.62 -1.56 -0.68
P -0.94 1.83 -2.52
P -1.58 2.17 0.42
O -1.06 0.72 0.49
O -0.42 -1.73 1.50
O 1.38 -1.98 -0.40
O -0.67 0.40 -2.13
O -0.72 -3.60 0.41
N -0.57 -2.18 -2.08
N 4.29 0.84 -1.00
N 3.54 -1.19 -0.35
N -0.49 -2.46 5.41
C -6.11 2.01 0.26
C -4.34 -1.98 3.78
C 5.63 0.24 -1.18
C -2.00 3.85 2.55
C -4.07 3.13 -0.33
C 6.44 0.30 0.11
C -2.51 -3.32 -2.86
C -3.50 1.01 -3.17
C 2.66 -2.13 -0.18
C 1.53 4.17 -4.77
C -2.77 -1.67 5.56
C -1.88 -2.44 -1.98
C 0.99 -0.91 4.23
C 1.74 -3.12 4.70
C 1.65 1.91 -5.59
C -2.92 3.28 -3.79
C -0.39 -3.60 -3.95
C 2.18 -0.64 3.58
C 4.20 2.28 -1.24
C 0.65 3.77 -3.77
C 2.26 -4.55 0.24
C -3.35 2.13 0.32
C -4.78 1.21 -3.68
C -5.46 3.07 -0.36
C -1.78 -2.30 4.82
C -0.71 -3.03 1.48
C 3.27 0.10 -0.60
C 4.03 -5.93 1.09
C 3.89 2.59 -2.70
C 4.90 -4.85 1.09
C 2.72 -5.78 0.66
C -3.37 -2.65 3.05
C -5.39 1.02 0.92
C -0.86 2.94 -1.06
C -4.01 1.07 0.95
C -2.58 2.05 -3.22
C -1.11 -3.68 2.78
C -1.05 3.15 1.81
C -1.59 4.65 3.62
C -5.12 2.43 -4.23
C 3.17 -1.61 3.50
C 0.27 2.43 -3.69
C -4.20 3.47 -4.29
C -4.05 -1.51 5.05
C 0.70 4.02 3.20
C 2.02 3.25 -5.68
C 0.17 -2.74 -3.04
C 3.13 -3.45 0.24
C 2.95 -2.85 4.08
C 4.46 -3.61 0.66
C -2.09 -2.83 3.57
C -0.24 4.73 3.94
C 0.71 -2.17 4.78
C 0.30 3.24 2.14
C 0.77 1.50 -4.60
C -1.75 -3.90 -3.85
H 1.22 -2.48 -3.04
H 0.22 -4.05 -4.72
H -7.19 1.97 0.24
H -3.56 3.95 -0.81
H 3.72 -3.61 4.05
H 7.42 -0.13 -0.06
H -3.45 0.31 1.48
H 0.47 0.46 -4.53
H -2.19 4.08 -3.86
H 2.35 0.35 3.19
H 2.05 -6.63 0.65
H -1.38 3.88 -1.26
H -2.32 5.20 4.19
H 3.83 3.66 -2.85
H 5.92 -4.97 1.42
H 4.66 2.19 -3.36
H 5.51 -0.78 -1.50
H 4.37 -6.90 1.43
H 1.04 2.67 1.57
H -4.81 -1.03 5.65
H -5.34 -1.87 3.37
H -0.44 -3.20 6.08
H 0.27 4.50 -3.07
H 5.93 -0.26 0.89
H -0.21 -3.86 3.37
H -3.22 0.07 -2.73
H 6.57 1.33 0.45
H -4.47 4.41 -4.74
H 6.12 0.80 -1.97
H -2.21 -4.59 -4.55
H 4.11 -1.40 3.02
H -6.12 2.58 -4.63
H -3.56 -3.53 -2.74
H 2.70 3.57 -6.46
H -3.05 3.78 2.31
H 1.82 5.21 -4.84
H -2.51 -1.29 6.55
H 0.07 5.35 4.76
H -5.50 0.40 -3.64
H 2.04 1.20 -6.30
H 5.12 -2.76 0.65
H 1.75 4.09 3.46
H -5.92 0.21 1.40
H 1.25 -4.42 -0.11
H 2.92 2.15 -2.98
H -1.55 -4.63 2.51
H 3.44 2.70 -0.59
H -3.61 -3.07 2.08
H 0.19 3.16 -0.84
H -6.02 3.84 -0.86
H 5.16 2.72 -0.96
```

Summary:
* total energy: -5216.1986 hartree
* gap between HOMO and LUMO: 6.66 eV
* highest occupied orbital energy: -12.001 eV
* net charge: +2
* energy relative to the best compared isomer or geometry (same formula, charge and spin): 65.1 kJ/mol